The following is a quantum chemistry calculation of a structure of composition C34H42IrNO4 in a non-equilibrium geometry, from the OMol25 dataset.

Positions of all 82 atoms, in Å:
O -0.150 -0.742 -5.071
C -0.133 0.490 -5.859
C 0.107 -0.140 -7.201
H 0.691 1.144 -5.575
H -1.089 1.024 -5.838
C 0.004 -1.425 -6.368
H 1.114 0.045 -7.577
H -0.685 0.046 -7.920
C 1.307 -2.198 -6.469
H 2.139 -1.590 -6.082
H 1.499 -2.428 -7.529
H 1.250 -3.145 -5.922
C -1.248 -2.212 -6.717
H -2.124 -1.552 -6.655
H -1.367 -3.054 -6.026
H -1.178 -2.608 -7.743
Ir -0.277 -1.268 -1.755
C -1.892 -1.400 -0.340
C -1.126 -0.232 0.008
C -1.186 0.686 -1.083
H -0.556 -0.085 0.927
C -1.995 0.100 -2.118
C -2.456 -1.182 -1.653
H -3.081 -1.889 -2.194
H -2.000 -2.276 0.297
H -0.682 1.649 -1.102
H -2.211 0.554 -3.075
C 1.029 -2.714 -0.789
C 0.351 -3.322 -1.905
C 0.763 -2.626 -3.089
H -0.368 -4.134 -1.862
C 1.671 -1.574 -2.711
C 1.850 -1.647 -1.289
H 2.462 -0.992 -0.677
H 0.926 -3.007 0.252
H 0.399 -2.841 -4.080
H 2.135 -0.851 -3.367
O 2.170 2.798 -4.003
C 1.066 2.087 -3.392
C -0.256 2.830 -3.658
H 1.266 1.930 -2.318
H 1.024 1.073 -3.825
C 0.182 4.193 -4.233
H -0.848 2.903 -2.744
H -0.846 2.253 -4.379
C 1.704 4.080 -4.460
H -0.004 4.979 -3.490
H -0.309 4.441 -5.176
H 2.221 4.852 -3.874
H 1.984 4.217 -5.522
C 5.187 0.670 5.382
C 4.224 -0.376 4.898
C 4.647 -1.311 3.951
C 3.785 -2.296 3.470
C 2.441 -2.255 3.818
C 1.982 -1.230 4.662
N 0.607 -1.098 4.834
C -0.132 0.082 4.838
C -1.297 0.173 5.622
C -1.890 1.419 5.814
C -1.353 2.564 5.194
C -0.241 2.449 4.354
C 0.327 1.198 4.123
C 1.475 1.047 3.114
O 2.438 1.824 3.309
O 1.280 0.180 2.222
C 2.892 -0.382 5.340
C 2.457 0.505 6.462
H 4.843 1.671 5.083
H 5.309 0.660 6.473
H 6.173 0.501 4.937
H 5.678 -1.255 3.603
H 4.144 -3.077 2.805
H 1.706 -2.941 3.388
H 0.066 -1.953 4.908
H -1.667 -0.725 6.123
H -2.775 1.507 6.449
H -1.797 3.549 5.368
H 0.191 3.318 3.853
H 2.335 1.546 6.130
H 1.508 0.172 6.891
H 3.214 0.496 7.255

Output
* highest occupied orbital energy (alpha / beta): -3.652 / -7.838 eV
* DFT total energy: -1780.47451 Ha
* max |F|: 4.96 eV/Å
* multiplicity: 5
* Kohn-Sham gap (alpha / beta): 3.9 / 4.6 eV
* ΔE to the lowest compared entry with this formula, charge and spin: 0.00 kcal/mol